[1]
{"formula": "C13H18ClF7N3O8S2", "method": "ωB97M-V/def2-TZVPD", "species": ["C", "C", "C", "O", "C", "C", "C", "C", "S", "O", "O", "C", "F", "F", "C", "F", "F", "C", "F", "F", "F", "N", "C", "N", "C", "C", "O", "Cl", "N", "H", "H", "H", "H", "H", "H", "H", "H", "H", "H", "H", "H", "H", "H", "H", "H", "H", "H", "O", "S", "O", "O", "O"], "coordinates": [[3.209, 2.807, -1.191], [2.784, 1.952, -2.388], [1.513, 1.142, -2.120], [1.756, -0.180, -1.654], [1.446, -0.441, -0.303], [-0.089, -0.519, -0.185], [-0.624, -1.490, -1.229], [-2.042, -1.986, -1.000], [-3.345, -0.938, -1.704], [-2.971, -0.478, -3.007], [-4.547, -1.735, -1.650], [-3.755, 0.496, -0.574], [-3.828, 0.065, 0.710], [-5.000, 0.852, -0.947], [-2.839, 1.772, -0.638], [-2.024, 1.767, -1.698], [-2.107, 1.805, 0.505], [-3.645, 3.104, -0.658], [-2.743, 4.092, -0.543], [-4.290, 3.269, -1.813], [-4.477, 3.180, 0.384], [-2.297, -2.368, 0.383], [-1.330, -1.975, 1.302], [-1.145, -2.788, 2.312], [-0.191, -2.548, 3.389], [1.210, -2.851, 2.886], [1.531, -3.934, 2.458], [2.226, -1.488, 2.939], [-0.566, -0.826, 1.193], [2.335, 3.197, -0.666], [3.757, 3.681, -1.540], [3.806, 2.253, -0.467], [2.501, 2.642, -3.187], [3.583, 1.289, -2.704], [0.893, 1.729, -1.436], [0.950, 1.060, -3.055], [1.884, -1.405, -0.052], [1.852, 0.333, 0.354], [-0.440, 0.476, -0.438], [-0.002, -2.390, -1.184], [-0.499, -1.113, -2.237], [-2.155, -2.884, -1.609], [-3.242, -2.171, 0.692], [-1.693, -3.632, 2.371], [-0.295, -1.542, 3.775], [-0.422, -3.225, 4.208], [-1.100, -0.050, 1.578], [3.940, 0.924, 1.775], [5.322, 0.404, 2.091], [5.507, -0.859, 1.325], [5.375, 0.114, 3.547], [6.325, 1.412, 1.697]], "largest_force_ev_per_a": 2.2, "e_homo_ha": -0.0807, "total_energy_ev": -87834.411, "total_charge": -1, "mol_weight_g_mol": 576.9}

=====

[2]
{"formula": "C9H4BrIrNO4", "method": "ωB97M-V/def2-TZVPD", "species": ["Ir", "O", "C", "C", "O", "C", "O", "C", "O", "Br", "C", "C", "C", "C", "N", "C", "H", "H", "H", "H"], "coordinates": [[0.123, -1.140, -1.895], [-2.337, 4.408, -1.673], [-1.849, 3.424, -1.357], [1.846, -1.899, -1.897], [2.968, -2.221, -1.805], [-1.646, -1.677, -1.461], [-2.736, -1.841, -1.066], [-0.275, -0.553, -3.650], [-0.566, 0.004, -4.643], [-0.765, -1.965, 3.708], [-0.084, -0.713, 2.480], [0.681, 0.378, 2.887], [1.105, 1.260, 1.885], [0.822, 1.000, 0.535], [0.218, -0.145, 0.144], [-0.326, -0.911, 1.111], [0.926, 0.495, 3.946], [1.712, 2.119, 2.171], [1.112, 1.722, -0.224], [-0.928, -1.745, 0.804]], "largest_force_ev_per_a": 10.1, "multiplicity": 5, "e_homo_ha": [-0.7791, -0.7791], "total_energy_ev": -91920.464, "total_charge": 3, "mol_weight_g_mol": 462.3}

=====

[3]
{"formula": "C5H8N2O", "method": "ωB97M-V/def2-TZVPD", "species": ["C", "C", "C", "C", "C", "N", "N", "O", "H", "H", "H", "H", "H", "H", "H", "H"], "coordinates": [[0.392, -1.371, 0.215], [0.496, 0.824, 1.250], [-0.134, -0.054, -0.196], [-1.647, 0.017, -0.215], [0.414, 0.549, -1.462], [1.109, -1.465, 1.248], [1.296, -0.159, 1.800], [0.375, 1.956, 1.548], [0.198, -2.309, -0.472], [-2.087, -0.710, -0.869], [-1.905, 0.913, -0.760], [-2.025, -0.060, 0.755], [0.012, 0.069, -2.468], [1.551, 0.319, -1.601], [0.311, 1.649, -1.586], [1.644, -0.167, 2.811]], "largest_force_ev_per_a": 4.3, "relative_energy_kcal_mol": 46.45, "e_homo_ha": -0.3461, "smiles": "CC1(C)C=NNC1=O", "total_energy_ev": -10340.712, "mol_weight_g_mol": 112.1}

=====

[4]
{"formula": "C3H8N2O", "method": "ωB97M-V/def2-TZVPD", "species": ["C", "C", "C", "N", "N", "O", "H", "H", "H", "H", "H", "H", "H", "H"], "coordinates": [[1.452, 0.304, 0.531], [-0.470, -0.996, -0.579], [1.592, 1.080, 1.880], [-2.230, -0.396, -1.987], [-1.839, -0.794, -0.664], [0.201, -0.063, 0.137], [2.358, -0.264, 0.216], [0.016, -1.595, -1.377], [1.032, 0.533, 2.666], [1.067, 2.100, 1.835], [2.638, 1.224, 2.139], [-1.439, 0.251, -2.420], [-2.203, -1.238, -2.488], [-2.175, -0.145, 0.112]], "largest_force_ev_per_a": 3.4, "relative_energy_kcal_mol": 7.62, "multiplicity": 3, "e_homo_ha": [-0.2206, -0.3663], "total_energy_ev": -8262.613, "mol_weight_g_mol": 88.1}

=====

[5]
{"formula": "C3H3ClNO", "method": "ωB97M-V/def2-TZVPD", "species": ["C", "C", "C", "N", "O", "Cl", "H", "H", "H"], "coordinates": [[0.413, -0.258, -0.158], [-0.811, 0.541, -0.486], [0.596, 0.217, -1.702], [-0.799, 0.573, -1.811], [-1.511, 0.856, -2.686], [1.737, 0.970, -2.678], [0.058, -1.387, -0.110], [-1.490, 1.125, 0.105], [0.943, -0.062, 0.729]], "largest_force_ev_per_a": 5.1, "relative_energy_kcal_mol": 72.80, "e_homo_ha": [-0.5653, -0.5653], "smiles": "O=[N+]1[C@H]2C[C@@]21Cl", "total_energy_ev": -19206.236, "total_charge": 1, "mol_weight_g_mol": 104.5}

=====

[6]
{"formula": "C30H25IMoN3S2Si", "method": "ωB97M-V/def2-TZVPD", "species": ["Mo", "C", "S", "C", "S", "N", "N", "C", "C", "C", "C", "C", "C", "N", "H", "H", "H", "H", "H", "H", "H", "H", "I", "C", "C", "C", "C", "C", "C", "C", "C", "C", "C", "H", "H", "H", "H", "H", "H", "C", "C", "C", "C", "C", "C", "Si", "C", "C", "C", "C", "C", "C", "H", "H", "H", "H", "H", "H", "H", "H", "H", "H", "H"], "coordinates": [[-0.322, -0.864, 0.981], [-3.752, 1.101, 5.246], [-2.853, -0.453, 5.114], [-2.044, -0.259, 3.602], [-0.988, -1.581, 3.175], [-2.224, 0.819, 2.899], [-1.508, 0.805, 1.733], [-1.649, 1.821, 0.961], [-0.966, 1.802, -0.323], [-1.012, 2.867, -1.205], [-0.324, 2.778, -2.402], [0.398, 1.628, -2.682], [0.394, 0.600, -1.759], [-0.279, 0.675, -0.608], [-4.270, 1.060, 6.202], [-4.473, 1.192, 4.438], [-3.065, 1.943, 5.232], [-2.288, 2.647, 1.249], [-1.585, 3.747, -0.948], [-0.347, 3.597, -3.109], [0.953, 1.520, -3.602], [0.941, -0.317, -1.940], [2.312, 0.270, 1.826], [3.091, -1.439, 0.889], [4.400, -1.449, 0.504], [4.923, -2.594, -0.130], [4.124, -3.678, -0.355], [2.767, -3.676, 0.048], [1.933, -4.804, -0.174], [0.634, -4.823, 0.240], [0.099, -3.700, 0.904], [0.842, -2.548, 1.085], [2.221, -2.535, 0.688], [5.036, -0.592, 0.680], [5.961, -2.601, -0.435], [4.519, -4.560, -0.844], [2.361, -5.666, -0.672], [0.012, -5.693, 0.072], [-0.918, -3.753, 1.273], [-1.727, -5.171, -2.858], [-1.009, -3.993, -3.020], [-1.274, -2.909, -2.197], [-2.264, -2.967, -1.210], [-2.972, -4.161, -1.061], [-2.705, -5.255, -1.877], [-2.574, -1.514, -0.066], [-3.368, -0.103, -1.013], [-3.103, 0.093, -2.372], [-3.609, 1.195, -3.048], [-4.396, 2.123, -2.376], [-4.684, 1.937, -1.030], [-4.173, 0.834, -0.357], [-1.524, -6.022, -3.495], [-0.244, -3.924, -3.783], [-0.694, -2.000, -2.326], [-3.740, -4.242, -0.300], [-3.267, -6.172, -1.749], [-3.503, -1.938, 1.011], [-2.510, -0.633, -2.916], [-3.405, 1.322, -4.105], [-4.803, 2.975, -2.906], [-5.321, 2.642, -0.510], [-4.414, 0.694, 0.694]], "largest_force_ev_per_a": 0.3, "multiplicity": 3, "e_homo_ha": [-0.3902, -0.3967], "total_energy_ev": -75484.781, "total_charge": 1, "mol_weight_g_mol": 742.6}